Computed, not measured: a cluster of 2 separate species, C2H8N4O in total, with ωB97M-V/def2-TZVPD.

Element x y z (Å)
N 1.5970 -1.0448 1.9184
C 1.8469 -0.1611 0.8763
N 1.0286 0.9681 0.7636
O 2.7733 -0.4010 0.1044
H 0.7764 -0.9946 2.4823
H 2.1232 -1.9297 1.8478
H 1.4714 1.5698 0.0748
H -0.0185 0.9348 0.6936
N -1.0763 -0.1258 -2.0473
C -1.9958 0.3228 -1.1834
N -1.6518 0.4687 0.0914
H -1.3164 -0.5720 -2.9435
H -0.2425 -0.4842 -1.6170
H -2.9252 0.5190 -1.7142
H -2.3904 0.9298 0.6529

The calculation puts the energy at -375.29484 Eh. The net charge is 0. The SMILES is [H]/N=C/N.NC(N)=O. The calculation puts the orbital gap at 9.9 eV.

Computed, not measured: a structure of composition C30H39N3OSSr, with ωB97M-V/def2-TZVPD.

Element x y z (Å)
Sr -0.3452 0.1116 1.8931
N -0.0252 -2.3492 1.8685
N 0.5871 -3.1133 -1.0957
C 1.7463 1.8405 0.7807
C 2.4755 0.6572 1.0747
C 2.4213 0.4455 2.4773
C 3.0049 -0.7133 3.1973
H 3.9010 -1.0769 2.6797
H 2.3046 -1.5627 3.2660
H 3.2911 -0.4339 4.2198
C 1.6497 1.4909 3.0537
C 1.2345 1.5747 4.4817
H 2.0341 2.0055 5.1055
H 1.0043 0.5808 4.9039
H 0.3428 2.2052 4.6176
C 1.2290 2.3532 1.9997
C 0.3314 3.5299 2.1435
H -0.4940 3.3452 2.8519
H -0.1246 3.8008 1.1811
H 0.8760 4.4133 2.5135
C 3.1589 -0.2106 0.0850
H 3.9459 -0.8165 0.5571
H 3.6267 0.3854 -0.7134
H 2.4638 -0.9162 -0.4167
C 1.5521 2.4362 -0.5663
H 0.5790 2.1706 -1.0118
H 2.3213 2.0899 -1.2687
H 1.5981 3.5349 -0.5237
C -0.8048 -2.4008 2.9889
H -0.6221 -1.6252 3.7583
C -1.7682 -3.3947 3.1956
H -2.5392 -3.2477 3.9520
C -1.7138 -4.5372 2.4065
H -2.4116 -5.3650 2.5579
C -0.7006 -4.6405 1.4619
H -0.5675 -5.5405 0.8588
C 0.1567 -3.5473 1.1828
C 1.0642 -3.6811 0.0539
H 2.1442 -3.6873 0.1732
C 1.1971 -2.0904 -1.8083
C -0.6919 -3.3873 -1.6466
H -1.3264 -4.1676 -1.2676
C -0.9045 -2.4616 -2.5793
H -1.7453 -2.3391 -3.2306
N 0.1975 -1.5879 -2.5852
C 0.2460 -0.3144 -3.1948
C 1.4807 0.1493 -3.6787
C 1.5216 1.3937 -4.3218
H 2.4755 1.7664 -4.7079
C 0.3619 2.1484 -4.5205
C 0.3772 3.4148 -5.3261
H 0.3548 4.3034 -4.6795
H -0.5086 3.4593 -5.9739
H 1.2765 3.4656 -5.9494
C -0.8319 1.7038 -3.9570
H -1.7318 2.3174 -4.0663
C -0.9075 0.4973 -3.2518
C -2.1774 0.1980 -2.5270
H -2.6838 -0.7007 -2.8898
H -2.8728 1.0294 -2.7035
H -2.0588 0.1245 -1.4369
C 2.7292 -0.6531 -3.5761
H 2.7579 -1.4652 -4.3163
H 2.8490 -1.1053 -2.5729
H 3.5894 -0.0001 -3.7799
C -4.9901 0.8510 0.7488
S -3.5231 1.5516 1.5242
C -3.7414 0.8225 3.1663
O -2.3889 0.7104 0.8795
H -5.8042 1.5665 0.8995
H -5.2359 -0.1074 1.2205
H -4.8042 0.7167 -0.3205
H -4.7683 0.4411 3.2282
H -3.0280 0.0035 3.3611
H -3.6173 1.6339 3.8953

The calculation puts the energy at -1834.72280 Eh. The net charge is -2. The calculation puts the orbital gap at 2.1 eV.

Computed, not measured: the molecule C5H10N2O, with ωB97M-V/def2-TZVPD.

Element x y z (Å)
C 0.6408 0.2004 0.5570
C 1.1013 -1.5390 -1.7114
N -0.5193 0.6902 0.0651
C -0.5906 2.3271 0.8934
C 0.5159 -1.4658 -0.3431
N -1.8804 2.7152 0.8087
C 0.0211 -2.4809 0.3555
O 0.2836 3.0067 1.3841
H -0.5017 0.8879 -0.9299
H -2.1521 3.5572 1.3065
H -2.5783 2.0041 0.6606
H 1.5749 0.6422 0.2045
H 0.6198 -0.0178 1.6249
H 0.4561 -1.0391 -2.4404
H 1.2430 -2.5779 -2.0405
H 2.0820 -1.0544 -1.7480
H 0.1346 -3.5162 0.0287
H -0.4506 -2.3399 1.3242

The calculation puts the energy at -381.16487 Eh. The net charge is 0. The SMILES is C=C(C)CNC(N)=O. The calculation puts the orbital gap at 9.2 eV.

Question: Which formula does entry 3 have?
Answer: C5H10N2O

Question: The lowest orbital gap belongs to which entry?
Answer: C30H39N3OSSr